Computed, not measured: C36H31Cl4N3O7RuSSi as an isolated structure in a non-equilibrium geometry, with wB97M-V/def2-TZVPD.

highest occupied orbital energy (spin up / spin down)	-7.6 / -7.7	eV
gap between HOMO and LUMO (spin up / spin down)	7.493 / 6.186	eV
expectation value of S²	6.02
net charge	0
spin multiplicity	5

Element x y z (Å)
Ru (0.843, -2.294, 0.215)
C (-3.242, 3.316, -3.372)
O (-2.042, 2.848, -2.791)
C (-1.333, 3.713, -2.007)
C (-1.711, 5.013, -1.723)
C (-0.938, 5.795, -0.872)
C (0.189, 5.260, -0.280)
C (0.574, 3.952, -0.558)
C (-0.161, 3.180, -1.445)
N (0.154, 1.865, -1.819)
C (1.074, 1.017, -1.247)
N (2.315, 1.554, -1.109)
C (3.482, 1.013, -0.566)
C (3.572, 0.331, 0.649)
C (4.774, -0.192, 1.090)
C (5.919, -0.003, 0.341)
C (5.880, 0.781, -0.801)
C (4.678, 1.298, -1.242)
O (4.560, 2.113, -2.343)
C (5.382, 3.276, -2.316)
N (0.788, -0.231, -1.043)
C (-0.576, -0.605, -1.058)
C (-1.021, -1.598, -1.935)
C (-2.354, -1.983, -1.944)
C (-3.253, -1.362, -1.097)
C (-2.837, -0.358, -0.231)
C (-1.508, 0.024, -0.197)
O (-0.996, 0.970, 0.628)
C (-1.892, 1.679, 1.462)
H (-3.659, 2.473, -3.917)
H (-3.051, 4.140, -4.064)
H (-3.961, 3.641, -2.614)
H (-2.610, 5.426, -2.158)
H (-1.245, 6.809, -0.656)
H (0.781, 5.851, 0.405)
H (1.423, 3.526, -0.044)
H (-0.632, 1.388, -2.240)
H (2.506, 2.323, -1.736)
H (4.794, -0.731, 2.025)
H (6.855, -0.431, 0.671)
H (6.788, 0.986, -1.352)
H (5.068, 3.880, -3.164)
H (6.439, 3.026, -2.415)
H (5.237, 3.837, -1.389)
H (-0.308, -2.031, -2.625)
H (-2.682, -2.769, -2.611)
H (-4.293, -1.659, -1.101)
H (-3.555, 0.119, 0.420)
H (-1.283, 2.394, 2.009)
H (-2.393, 1.010, 2.168)
H (-2.639, 2.216, 0.869)
O (-5.399, -8.128, -0.410)
C (-4.249, -7.769, -1.024)
O (-3.849, -8.416, -1.951)
C (-3.536, -6.578, -0.481)
C (-2.191, -6.417, -0.812)
C (-1.458, -5.363, -0.304)
C (-2.063, -4.430, 0.543)
S (-1.178, -3.128, 1.292)
C (-3.419, -4.569, 0.847)
C (-4.145, -5.628, 0.340)
H (-5.585, -7.574, 0.354)
H (-1.733, -7.149, -1.463)
H (-0.408, -5.255, -0.542)
H (-3.888, -3.839, 1.495)
H (-5.203, -5.685, 0.572)
Cl (2.390, -5.864, -1.012)
Si (2.277, -3.808, -1.028)
Cl (4.191, -3.267, -1.598)
Cl (2.685, -3.501, 1.505)
Cl (-1.562, 1.519, 6.749)
C (-0.499, 1.490, 5.387)
C (0.012, 2.684, 4.895)
C (0.831, 2.663, 3.784)
C (1.159, 1.454, 3.171)
C (0.657, 0.269, 3.694)
C (-0.178, 0.279, 4.796)
C (2.094, 1.514, 2.022)
O (2.508, 2.546, 1.567)
O (2.492, 0.289, 1.549)
H (-0.236, 3.615, 5.383)
H (1.228, 3.579, 3.368)
H (0.923, -0.679, 3.250)
H (-0.572, -0.647, 5.191)

Cartesian forces, eV/Å:
Ru -0.442 -0.191 0.629
C -0.123 -0.002 -0.087
O 0.130 -0.001 0.025
C -0.002 0.036 0.050
C -0.098 0.007 -0.080
C 0.000 0.000 0.100
C -0.052 0.029 -0.032
C -0.021 -0.069 0.005
C 0.136 0.162 0.121
N -0.094 -0.039 -0.125
C 0.155 -0.195 -0.387
N -0.180 0.116 0.087
C 0.059 -0.365 0.162
C -0.126 0.409 0.111
C -0.174 -0.154 -0.001
C 0.026 0.044 -0.002
C 0.140 0.021 -0.074
C -0.227 -0.110 0.048
O -0.014 -0.127 0.067
C 0.076 0.052 -0.031
N 0.274 -0.380 0.661
C -0.475 0.451 -0.371
C 0.000 0.247 0.039
C -0.037 -0.122 -0.008
C 0.043 -0.044 -0.045
C -0.062 0.131 0.031
C 0.118 -0.160 -0.071
O 0.091 -0.092 -0.021
C -0.111 0.080 0.099
H 0.008 0.026 -0.013
H 0.005 -0.014 0.012
H 0.060 -0.020 0.031
H 0.002 -0.001 -0.013
H 0.014 0.020 -0.020
H 0.005 -0.006 0.026
H 0.008 0.087 -0.101
H 0.004 -0.030 0.028
H -0.085 0.025 -0.012
H -0.032 -0.030 0.037
H 0.015 0.011 0.011
H -0.022 -0.004 -0.044
H 0.072 0.017 0.002
H -0.017 -0.005 -0.051
H -0.043 -0.045 -0.010
H 0.044 -0.037 0.020
H -0.006 0.003 -0.004
H -0.010 -0.010 0.005
H 0.011 -0.042 0.013
H -0.043 0.001 0.001
H 0.032 0.005 -0.026
H 0.024 -0.020 0.001
O -0.206 -0.156 -0.099
C 0.111 0.072 -0.044
O -0.016 -0.017 0.007
C -0.025 0.118 0.061
C -0.052 -0.097 -0.053
C -0.114 0.092 0.017
C 0.138 -0.144 -0.172
S 0.710 0.579 0.134
C 0.042 0.011 -0.001
C 0.050 -0.115 -0.065
H 0.127 0.070 0.057
H 0.019 -0.005 0.004
H -0.023 -0.053 0.014
H -0.030 0.015 -0.020
H -0.006 0.001 0.035
Cl -0.154 -0.081 -0.131
Si 0.587 -0.186 0.803
Cl -0.037 0.125 -0.169
Cl -0.330 0.355 -0.858
Cl -0.038 0.005 0.106
C 0.074 -0.020 -0.151
C -0.099 0.075 0.060
C 0.054 -0.053 -0.143
C -0.013 -0.130 0.152
C 0.131 -0.164 -0.192
C -0.088 0.019 0.048
C 0.212 -0.138 -0.122
O 0.081 0.038 0.141
O -0.166 0.137 -0.176
H -0.028 0.008 -0.012
H 0.019 0.016 0.051
H 0.038 -0.059 -0.090
H -0.021 0.016 0.014

***

Computed, not measured: C36H31Cl7F3N6O10S3Ti as an isolated structure in a non-equilibrium geometry, with wB97M-V/def2-TZVPD.

energy relative to the best compared isomer or geometry (same formula, charge and spin)	0.0	kJ/mol
highest occupied orbital energy (spin up / spin down)	-1.5 / -1.5	eV
gap between HOMO and LUMO (spin up / spin down)	4.343 / 4.425	eV
expectation value of S²	0.75
net charge	-2
spin multiplicity	2

Element x y z (Å)
Ti (0.093, -0.266, -0.262)
O (-0.211, -3.678, -2.060)
C (0.278, -2.542, -2.193)
O (-0.310, -1.491, -1.747)
C (1.544, -2.350, -2.975)
C (1.882, -3.408, -3.823)
C (2.986, -3.369, -4.651)
C (3.792, -2.230, -4.611)
C (3.486, -1.188, -3.767)
C (2.360, -1.192, -2.908)
S (2.151, 0.205, -1.891)
H (1.237, -4.277, -3.802)
H (3.223, -4.203, -5.302)
H (4.675, -2.164, -5.240)
H (4.129, -0.316, -3.729)
Cl (5.259, 2.143, 3.451)
C (3.718, 2.001, 2.654)
C (2.886, 3.099, 2.550)
Cl (3.357, 4.634, 3.226)
C (1.657, 2.981, 1.883)
Cl (0.582, 4.341, 1.712)
C (1.269, 1.773, 1.326)
O (0.171, 1.555, 0.658)
C (2.100, 0.628, 1.483)
O (1.595, -0.464, 0.984)
C (3.329, 0.764, 2.112)
Cl (4.363, -0.623, 2.208)
N (-1.309, 0.434, 3.590)
C (-2.147, -0.388, 2.729)
C (-3.520, -0.736, 3.365)
C (-4.696, -1.101, 2.441)
C (-4.392, -1.939, 1.205)
N (-3.650, -3.145, 1.537)
C (-2.720, -3.718, 0.759)
N (-2.495, -3.299, -0.477)
N (-2.098, -4.809, 1.233)
C (-2.347, 0.351, 1.392)
O (-3.049, 1.368, 1.384)
O (-1.859, -0.243, 0.367)
H (-1.315, 0.110, 4.549)
H (-1.624, 1.398, 3.562)
H (-1.606, -1.307, 2.495)
H (-3.844, 0.144, 3.929)
H (-3.354, -1.524, 4.110)
H (-5.131, -0.175, 2.064)
H (-5.477, -1.596, 3.031)
H (-3.796, -1.348, 0.518)
H (-5.331, -2.206, 0.713)
H (-3.707, -3.484, 2.481)
H (-2.787, -2.357, -0.692)
H (-1.580, -3.525, -0.937)
H (-2.096, -4.878, 2.240)
H (-1.136, -4.958, 0.886)
F (0.565, -3.923, 3.585)
C (1.535, -3.346, 2.831)
F (2.673, -4.019, 3.077)
F (1.669, -2.108, 3.269)
S (1.088, -3.498, 1.047)
O (0.632, -4.889, 1.017)
O (2.269, -3.228, 0.293)
O (-0.024, -2.554, 0.909)
Cl (-9.042, 5.866, 0.544)
C (-7.695, 5.143, -0.295)
C (-7.092, 4.011, 0.224)
C (-6.038, 3.448, -0.476)
C (-5.570, 3.986, -1.673)
C (-4.435, 3.263, -2.372)
C (-3.075, 3.942, -2.233)
N (-2.042, 2.953, -2.406)
C (-1.493, 2.454, -3.578)
C (-0.715, 1.400, -3.198)
N (-0.808, 1.230, -1.842)
C (-1.589, 2.176, -1.397)
O (-4.721, 3.036, -3.753)
C (-5.082, 1.681, -4.012)
C (-6.367, 1.331, -3.316)
C (-6.532, 0.367, -2.374)
Cl (-5.334, -0.711, -1.789)
S (-8.123, 0.321, -1.730)
C (-8.603, 1.622, -2.739)
C (-7.585, 2.055, -3.522)
C (-6.184, 5.138, -2.140)
Cl (-5.657, 5.925, -3.602)
C (-7.250, 5.720, -1.468)
H (-7.441, 3.575, 1.150)
H (-5.557, 2.558, -0.083)
H (-4.342, 2.301, -1.861)
H (-2.978, 4.368, -1.235)
H (-2.969, 4.747, -2.961)
H (-1.693, 2.908, -4.534)
H (-0.083, 0.758, -3.788)
H (-1.867, 2.316, -0.363)
H (-4.273, 1.007, -3.716)
H (-5.212, 1.606, -5.092)
H (-9.610, 2.005, -2.687)
H (-7.662, 2.884, -4.212)
H (-7.716, 6.613, -1.859)

Cartesian forces, eV/Å:
Ti 1.114 0.529 -0.719
O -0.107 0.119 0.076
C 0.119 0.012 -0.176
O -0.525 -0.534 -0.229
C -0.046 -0.059 0.091
C 0.050 -0.017 -0.025
C -0.027 0.029 0.041
C 0.010 -0.020 -0.015
C 0.028 0.047 0.009
C -0.054 -0.033 -0.071
S -0.082 -0.232 -0.071
H -0.005 0.008 0.005
H 0.002 0.002 0.000
H -0.006 0.004 0.002
H -0.007 -0.005 0.003
Cl -0.043 0.008 -0.014
C 0.052 -0.032 0.001
C 0.011 0.060 0.020
Cl -0.013 -0.035 -0.010
C -0.033 0.045 -0.038
Cl 0.029 -0.027 0.006
C -0.105 0.095 0.005
O 0.001 0.335 0.228
C 0.000 0.068 0.087
O 0.338 0.000 0.469
C -0.026 -0.092 0.043
Cl -0.020 0.018 0.008
N -0.011 0.013 -0.029
C -0.118 0.013 -0.084
C 0.043 0.179 0.036
C -0.007 0.032 -0.022
C 0.003 -0.132 0.165
N -0.043 0.133 0.044
C 0.021 0.125 -0.360
N 0.164 -0.058 0.233
N 0.245 -0.120 0.068
C -0.199 -0.255 0.034
O 0.000 -0.062 -0.048
O -0.718 0.085 0.324
H 0.015 -0.015 -0.008
H -0.019 0.005 0.010
H 0.032 -0.008 0.037
H 0.055 -0.037 0.002
H 0.022 -0.028 -0.068
H -0.022 0.030 -0.010
H 0.040 -0.004 0.010
H 0.009 0.048 -0.007
H 0.018 0.009 -0.038
H -0.033 0.011 0.033
H 0.129 0.067 -0.013
H -0.142 -0.080 -0.163
H -0.030 -0.046 -0.011
H 0.057 0.009 -0.019
F -0.095 -0.048 0.097
C 0.095 -0.131 -0.032
F -0.065 0.069 0.078
F 0.070 0.101 0.018
S -0.223 -0.083 -0.313
O -0.048 -0.024 0.013
O 0.060 0.016 0.118
O 0.070 -0.082 0.021
Cl 0.008 -0.004 -0.007
C -0.022 -0.007 0.037
C 0.025 0.012 -0.073
C -0.024 -0.060 0.090
C 0.100 -0.107 -0.022
C -0.258 0.081 -0.014
C -0.071 -0.047 -0.126
N 0.229 0.175 -0.061
C -0.031 0.021 0.033
C -0.168 -0.074 -0.028
N 0.122 -0.037 0.193
C -0.113 -0.083 0.072
O 0.129 -0.211 0.118
C -0.062 0.126 0.035
C -0.085 0.054 -0.111
C 0.109 -0.014 -0.003
Cl -0.025 0.044 -0.040
S -0.032 -0.035 0.060
C -0.052 0.063 -0.009
C 0.088 -0.004 0.019
C -0.118 0.113 -0.004
Cl 0.022 -0.018 0.015
C 0.030 0.012 -0.055
H -0.001 0.001 0.000
H 0.034 0.020 0.006
H 0.071 -0.042 0.011
H 0.019 -0.025 0.039
H -0.007 -0.046 -0.034
H 0.010 -0.011 0.011
H 0.002 0.010 0.005
H -0.005 0.030 -0.021
H -0.012 0.006 0.020
H 0.045 0.051 -0.008
H 0.016 -0.014 -0.004
H -0.002 -0.008 0.005
H -0.006 -0.001 0.010

***

Computed, not measured: C36H31CrN3OS3Te as an isolated structure, with wB97M-V/def2-TZVPD.

energy relative to the best compared isomer or geometry (same formula, charge and spin)	18.8	kJ/mol
highest occupied orbital energy (spin up / spin down)	-2.9 / -4.8	eV
gap between HOMO and LUMO (spin up / spin down)	4.921 / 6.709	eV
expectation value of S²	8.86
net charge	-1
spin multiplicity	6

Element x y z (Å)
Cr (-1.020, -1.324, -1.513)
C (-3.473, -1.816, 2.037)
C (-2.637, -1.288, 1.079)
N (-2.374, -1.909, -0.088)
C (-2.977, -3.123, -0.302)
C (-3.840, -3.729, 0.635)
C (-4.089, -3.054, 1.825)
C (-4.402, -5.011, 0.304)
C (-4.112, -5.633, -0.858)
C (-3.232, -5.034, -1.818)
C (-2.873, -5.621, -3.025)
C (-1.990, -4.959, -3.869)
C (-1.494, -3.716, -3.501)
N (-1.838, -3.110, -2.368)
C (-2.683, -3.765, -1.520)
H (-3.636, -1.262, 2.952)
H (-2.138, -0.339, 1.216)
H (-4.744, -3.489, 2.570)
H (-5.067, -5.473, 1.025)
H (-4.537, -6.604, -1.087)
H (-3.274, -6.592, -3.293)
H (-1.680, -5.395, -4.807)
H (-0.799, -3.169, -4.126)
S (2.933, -1.500, -3.657)
C (1.460, -1.477, -2.915)
S (0.060, -0.651, -3.530)
S (1.150, -2.219, -1.366)
C (6.394, 5.113, 1.270)
C (5.249, 4.223, 0.860)
C (5.361, 3.362, -0.220)
C (4.308, 2.538, -0.615)
C (4.518, 1.633, -1.800)
C (3.102, 2.565, 0.109)
Te (1.563, 1.161, -0.561)
N (-0.713, 0.441, -0.675)
C (-1.296, 1.593, -0.510)
O (-0.694, 2.612, -0.032)
C (-2.772, 1.800, -0.799)
C (-3.506, 0.927, -1.599)
C (-4.862, 1.125, -1.821)
C (-5.509, 2.205, -1.237)
C (-4.786, 3.089, -0.448)
C (-3.428, 2.891, -0.237)
C (1.442, 0.313, 1.376)
C (0.296, 0.505, 2.137)
C (0.152, -0.118, 3.366)
C (1.157, -0.954, 3.833)
C (2.304, -1.139, 3.078)
C (2.476, -0.509, 1.844)
C (3.740, -0.742, 1.061)
C (2.965, 3.460, 1.186)
C (1.687, 3.583, 1.976)
C (4.043, 4.265, 1.543)
H (7.285, 4.906, 0.677)
H (6.649, 4.968, 2.322)
H (6.140, 6.167, 1.139)
H (6.293, 3.327, -0.777)
H (5.459, 1.873, -2.295)
H (3.721, 1.725, -2.538)
H (4.547, 0.580, -1.510)
H (-3.013, 0.089, -2.076)
H (-5.411, 0.435, -2.451)
H (-6.568, 2.361, -1.403)
H (-5.282, 3.940, 0.004)
H (-2.847, 3.578, 0.364)
H (-0.471, 1.174, 1.764)
H (-0.742, 0.049, 3.956)
H (1.050, -1.459, 4.785)
H (3.088, -1.793, 3.443)
H (4.457, -1.313, 1.653)
H (4.211, 0.205, 0.788)
H (3.530, -1.289, 0.138)
H (0.815, 3.386, 1.355)
H (1.600, 4.587, 2.396)
H (1.676, 2.873, 2.806)
H (3.929, 4.953, 2.377)

Cartesian forces, eV/Å:
Cr -0.192 -0.133 0.038
C -0.003 0.008 0.012
C -0.011 -0.021 0.011
N 0.039 0.053 0.041
C -0.048 -0.057 -0.013
C 0.056 0.184 0.079
C 0.037 -0.022 -0.069
C -0.065 -0.124 -0.007
C -0.106 -0.084 0.102
C 0.149 0.125 -0.149
C -0.010 0.015 0.045
C 0.024 -0.007 -0.056
C -0.016 -0.034 -0.044
N 0.062 0.203 0.114
C -0.075 -0.108 0.033
H -0.008 0.003 -0.005
H -0.022 -0.031 0.003
H -0.006 -0.001 -0.004
H 0.014 -0.005 -0.021
H 0.001 0.027 0.015
H 0.005 0.007 0.007
H 0.003 0.014 0.006
H 0.000 -0.012 -0.013
S 0.043 -0.050 -0.010
C -0.025 0.065 -0.001
S 0.052 -0.032 -0.119
S 0.090 -0.031 0.025
C -0.021 -0.009 -0.007
C 0.088 0.029 -0.023
C -0.009 0.013 -0.006
C -0.104 0.105 0.169
C 0.027 -0.054 -0.070
C 0.214 0.112 0.077
Te -0.349 -0.141 0.134
N 0.144 0.256 -0.258
C 0.090 0.004 0.174
O -0.123 0.123 -0.075
C -0.069 -0.247 -0.119
C 0.022 0.119 0.027
C 0.025 -0.026 -0.012
C -0.011 0.001 0.002
C 0.015 0.036 0.026
C -0.018 -0.016 0.026
C 0.194 -0.177 0.045
C 0.003 0.102 -0.001
C 0.031 -0.014 0.035
C -0.018 0.003 0.023
C 0.014 0.035 -0.036
C -0.049 0.061 0.005
C -0.040 0.076 -0.013
C -0.022 -0.129 -0.115
C 0.053 0.010 -0.010
C -0.075 0.008 0.020
H -0.003 -0.001 -0.001
H -0.004 0.000 -0.002
H 0.002 -0.007 0.002
H -0.018 -0.006 0.000
H 0.000 -0.020 0.001
H -0.008 -0.005 -0.030
H -0.026 0.011 -0.030
H 0.026 -0.025 -0.033
H 0.017 0.014 0.012
H 0.012 0.000 0.001
H 0.009 -0.012 -0.005
H 0.011 0.000 0.003
H 0.052 -0.031 0.048
H -0.002 -0.013 -0.009
H 0.002 0.007 -0.010
H 0.000 0.011 -0.002
H -0.016 -0.041 -0.014
H -0.009 -0.035 0.040
H -0.008 0.006 0.012
H -0.043 -0.008 0.012
H 0.016 -0.019 -0.006
H -0.004 -0.027 -0.006
H -0.007 -0.028 -0.019